This record from the Open Molecules 2025 dataset describes a molecular structure, C5H14N4O at a distorted geometry. The level of theory is ωB97M-V with the def2-TZVPD basis set.

Values from the calculation:
Relative energy (zero: lowest compared OMol25 entry of this formula, charge and spin) (kJ/mol): 446.0
Strongest force on any atom (eV Å⁻¹): 3.3
Frontier orbital gap (eV): 9.077
DFT total energy (Ha): -493.0277

Each line ends with the Mulliken charge.
Element x y z (Å)
C -1.785912 2.315768 0.187168  -0.684
C -2.170412 0.218071 1.226701  0.150
C -2.447947 -0.452300 0.111744  -0.972
O -1.759377 1.498142 1.356669  -0.324
H -2.234920 -0.245603 2.204590  0.395
H -1.476761 3.306689 0.512745  0.215
H -1.096797 1.942326 -0.574526  0.284
H -2.798493 2.362165 -0.224832  0.352
H -2.502120 0.012755 -0.858642  0.319
H -2.762389 -1.481620 0.181095  0.276
C 1.250883 -0.642758 1.271600  -0.928
N 1.019514 -0.966091 -0.132999  -0.001
C 1.396708 0.404812 -1.412868  0.560
N 1.575376 -2.255040 -0.457047  -0.681
N 2.748478 0.498210 -1.384639  -0.482
N 0.309149 0.716456 -1.808030  -0.777
H 1.311085 -2.454638 -1.418669  0.235
H 1.142794 -2.973699 0.125355  0.252
H 3.165021 0.825550 -2.243288  0.280
H 3.188095 -0.319074 -0.975777  0.265
H 0.008236 -0.641750 -0.551683  0.323
H 0.804408 0.328506 1.471910  0.315
H 2.324337 -0.612007 1.460583  0.286
H 0.791044 -1.384870 1.932843  0.343

Cartesian forces (eV/Å) of the 6 atoms listed first:
0.07 -0.01 -0.12
0.22 0.06 0.06
-0.40 0.17 0.00
-0.22 -0.07 0.07
0.11 -0.06 -0.02
-0.04 -0.03 -0.01